The following is a quantum chemistry calculation of a cluster of 4 separate species, C48H37F2NO8PS2 in total at a distorted geometry, from the Open Molecules 2025 dataset.

Positions of all 99 atoms, in Å:
C -0.154 -1.938 1.181
C -1.214 -2.810 2.025
C -2.234 -3.680 1.139
C -3.255 -2.837 0.229
P -4.468 -1.712 1.172
S -5.222 -1.024 -0.785
S -3.081 -0.053 1.113
N -5.808 -2.939 1.136
C -5.497 -4.157 1.905
O -5.591 -5.262 1.288
F -5.154 -4.223 3.285
C -7.095 -2.387 1.581
O -7.974 -2.003 0.762
F -7.443 -2.315 2.985
H 0.918 -2.370 1.279
H -0.440 -1.877 0.060
H -0.105 -0.892 1.672
H -1.751 -2.142 2.805
H -0.600 -3.567 2.655
H -2.727 -4.444 1.837
H -1.575 -4.296 0.404
H -3.900 -3.559 -0.413
H -2.621 -2.173 -0.461
H -3.978 -2.140 2.458
H -5.398 -0.823 1.874
H -4.715 0.272 -0.889
H -3.726 1.152 1.444
C -4.512 -6.670 -2.363
C -5.008 -7.415 -3.431
C -4.323 -7.440 -4.642
C -3.144 -6.708 -4.792
C -2.661 -5.942 -3.730
C -3.341 -5.934 -2.511
C -1.439 -5.123 -3.891
O -1.013 -4.456 -2.964
C -0.746 -5.118 -5.200
C 0.375 -4.306 -5.385
C 1.040 -4.305 -6.607
C 0.595 -5.121 -7.644
C -0.524 -5.927 -7.466
C -1.202 -5.920 -6.245
C -2.413 -6.755 -6.077
O -2.806 -7.467 -6.988
H -5.042 -6.657 -1.416
H -5.929 -7.979 -3.318
H -4.712 -8.027 -5.468
H -2.963 -5.351 -1.677
H 0.729 -3.669 -4.579
H 1.908 -3.668 -6.750
H 1.119 -5.125 -8.595
H -0.869 -6.558 -8.280
C 4.752 2.807 1.676
C 5.855 3.229 0.936
C 5.865 3.079 -0.447
C 4.776 2.494 -1.093
C 3.682 2.049 -0.350
C 3.667 2.217 1.036
C 2.541 1.382 -1.018
O 1.585 0.997 -0.372
C 2.586 1.183 -2.484
C 1.544 0.504 -3.120
C 1.570 0.324 -4.499
C 2.631 0.828 -5.249
C 3.673 1.499 -4.618
C 3.657 1.670 -3.233
C 4.788 2.354 -2.567
O 5.720 2.792 -3.222
H 4.741 2.933 2.754
H 6.707 3.678 1.438
H 6.725 3.414 -1.018
H 2.813 1.886 1.619
H 0.712 0.112 -2.542
H 0.762 -0.208 -4.990
H 2.647 0.693 -6.326
H 4.499 1.885 -5.208
C 0.590 8.819 2.704
C 1.168 7.809 1.938
C 1.867 6.778 2.557
C 2.000 6.761 3.946
C 1.442 7.785 4.711
C 0.726 8.808 4.088
C 1.618 7.804 6.181
O 1.128 8.697 6.852
C 2.406 6.728 6.823
C 2.630 6.764 8.201
C 3.358 5.750 8.815
C 3.858 4.692 8.057
C 3.642 4.656 6.684
C 2.924 5.680 6.063
C 2.731 5.650 4.596
O 3.171 4.728 3.931
H 0.037 9.618 2.221
H 1.072 7.825 0.857
H 2.311 5.991 1.954
H 0.278 9.601 4.680
H 2.241 7.583 8.798
H 3.535 5.782 9.885
H 4.420 3.898 8.538
H 4.038 3.832 6.099

Values from the calculation:
- LUMO level: 0.026 eV
- ΔE to the lowest compared entry with this formula, charge and spin: 304.0 kJ/mol
- Net charge: -1



The following is a quantum chemistry calculation of a structure of composition C48H38N5O2P2Sr, from the Open Molecules 2025 dataset.

Positions of all 96 atoms, in Å:
Sr 0.474 0.926 0.842
O -1.454 2.138 4.918
C -0.985 2.082 3.771
N -0.051 1.280 3.268
C 0.610 0.377 4.125
C 0.932 0.718 5.441
C 1.663 -0.125 6.262
C 2.070 -1.357 5.778
C 1.769 -1.723 4.474
C 1.069 -0.870 3.605
N 0.874 -1.125 2.234
C 1.233 -2.284 1.689
O 1.629 -3.339 2.218
C 1.181 -2.327 0.159
C 1.641 -3.477 -0.477
C 1.686 -3.510 -1.858
C 1.253 -2.405 -2.576
C 0.775 -1.314 -1.872
N 0.750 -1.272 -0.538
C -1.599 3.048 2.759
C -2.657 3.847 3.186
C -3.256 4.709 2.289
C -2.789 4.746 0.983
C -1.741 3.912 0.639
N -1.145 3.088 1.504
H 0.584 1.668 5.818
H 1.894 0.178 7.277
H 2.623 -2.043 6.409
H 2.092 -2.678 4.097
H 1.964 -4.301 0.142
H 2.060 -4.387 -2.373
H 1.285 -2.380 -3.657
H 0.387 -0.437 -2.382
H -2.973 3.750 4.215
H -4.083 5.338 2.598
H -3.233 5.391 0.237
H -1.382 3.874 -0.382
C -3.452 0.809 -1.045
P -4.161 -0.869 -0.663
C -3.778 -1.794 -2.195
C -2.491 -2.142 -2.599
C -2.280 -2.789 -3.807
C -3.353 -3.081 -4.639
C -4.638 -2.730 -4.256
C -4.846 -2.097 -3.037
C -3.027 -1.529 0.614
C -2.807 -0.742 1.750
C -2.166 -1.256 2.866
C -1.727 -2.572 2.869
C -1.931 -3.362 1.750
C -2.583 -2.850 0.634
C -2.182 1.068 -1.801
C -2.062 1.246 -3.176
C -0.809 1.855 -3.385
C -0.226 1.987 -2.125
C 0.951 2.881 -1.795
P 2.805 2.557 -1.664
C 3.261 1.214 -2.813
C 4.550 0.677 -2.729
C 4.998 -0.249 -3.655
C 4.177 -0.636 -4.708
C 2.910 -0.087 -4.820
C 2.453 0.827 -3.879
C 3.074 1.815 0.004
C 2.926 2.685 1.094
C 3.096 2.238 2.398
C 3.465 0.921 2.642
C 3.632 0.052 1.572
C 3.432 0.490 0.266
N -1.058 1.485 -1.161
H -3.395 1.320 -0.079
H -4.269 1.302 -1.580
H -1.655 -1.902 -1.959
H -1.273 -3.057 -4.102
H -3.186 -3.582 -5.585
H -5.479 -2.956 -4.899
H -5.851 -1.834 -2.727
H -3.156 0.285 1.777
H -1.990 -0.619 3.725
H -1.189 -2.963 3.724
H -1.565 -4.382 1.737
H -2.752 -3.492 -0.220
H -2.814 1.021 -3.919
H -0.417 2.224 -4.323
H 0.767 3.415 -0.851
H 0.950 3.683 -2.538
H 5.210 0.989 -1.927
H 5.993 -0.665 -3.560
H 4.529 -1.356 -5.436
H 2.261 -0.375 -5.638
H 1.450 1.218 -3.962
H 2.649 3.720 0.917
H 2.919 2.911 3.227
H 3.571 0.562 3.658
H 3.870 -0.988 1.759
H 3.517 -0.220 -0.547

Values from the calculation:
- LUMO level: 2.321 eV
- ΔE to the lowest compared entry with this formula, charge and spin: 0.0 kJ/mol
- Net charge: -1